Computed, not measured: C19H23N3O2 in the gas phase, with ωB97M-V/def2-TZVPD.

Last column: Löwdin charge in e.
Element x y z (Å)
C  2.31  -4.65  -3.74  -0.09
O  1.59  -3.63  -3.09  -0.08
C  1.66  -3.55  -1.73  -0.27
C  2.43  -4.38  -0.92  -0.03
C  2.42  -4.19  0.45  -0.08
C  1.67  -3.19  1.03  -0.06
C  0.89  -2.36  0.23  -0.20
C  0.05  -1.27  0.85  -0.12
N  -0.05  -0.10  0.01  0.09
C  -1.25  0.35  -0.43  -0.54
O  -2.30  -0.16  -0.08  0.05
N  -1.23  1.40  -1.34  -0.05
C  -0.05  2.15  -1.69  -0.12
C  0.29  3.16  -0.56  -0.13
N  -0.87  3.38  0.27  -0.10
C  -0.96  2.73  1.50  -0.23
C  -2.16  2.21  2.00  -0.03
C  -2.22  1.61  3.24  -0.08
C  -1.09  1.50  4.03  -0.11
C  0.10  2.04  3.57  -0.10
C  0.16  2.66  2.33  -0.04
C  -2.05  3.55  -0.55  -0.13
C  -2.40  2.26  -1.33  -0.12
C  0.89  -2.55  -1.14  0.04
H  2.09  -4.53  -4.80  0.09
H  2.00  -5.64  -3.41  0.10
H  3.39  -4.54  -3.58  0.09
H  3.04  -5.17  -1.34  0.10
H  3.02  -4.84  1.08  0.10
H  1.67  -3.05  2.10  0.11
H  0.46  -0.99  1.82  0.12
H  -0.97  -1.62  1.00  0.13
H  0.82  0.31  -0.30  0.13
H  0.79  1.48  -1.90  0.12
H  -0.28  2.68  -2.62  0.12
H  0.60  4.12  -1.00  0.12
H  1.11  2.78  0.05  0.10
H  -3.07  2.25  1.41  0.10
H  -3.16  1.20  3.58  0.11
H  -1.13  1.02  4.99  0.10
H  0.99  1.99  4.17  0.10
H  1.10  3.10  2.02  0.10
H  -1.83  4.36  -1.25  0.12
H  -2.89  3.88  0.07  0.12
H  -3.21  1.70  -0.85  0.11
H  -2.69  2.49  -2.36  0.12
H  0.29  -1.93  -1.78  0.13

Output
SMILES = COc1cccc(CNC(=O)N2CCN(c3ccccc3)CC2)c1
Energy = -1052.566085 Ha
ΔE to the lowest compared entry with this formula, charge and spin = 1.816 eV